DFT (ωB97M-V with the def2-TZVPD basis set) results for a structure of composition C43H46InN6OS3 in a non-equilibrium geometry.

XYZ file:
```
100
Properties=species:S:1:pos:R:3
In -0.403 0.926 -0.022
S -2.340 -0.475 0.697
C -3.378 0.776 -0.058
N -4.448 0.473 -0.746
N -4.790 -0.763 -0.896
C -5.609 -1.193 -1.948
C -6.126 -0.290 -2.874
C -6.799 -0.764 -3.985
C -6.969 -2.129 -4.176
C -6.500 -3.021 -3.222
C -5.818 -2.559 -2.109
N -3.124 2.099 0.029
N -1.994 2.494 0.408
C -1.770 3.869 0.547
C -2.798 4.810 0.466
C -2.500 6.153 0.595
C -1.191 6.568 0.811
C -0.174 5.630 0.925
C -0.462 4.285 0.799
H -4.252 -1.473 -0.403
H -5.963 0.768 -2.726
H -7.178 -0.064 -4.717
H -7.449 -2.496 -5.073
H -6.655 -4.083 -3.355
H -5.429 -3.256 -1.375
H -3.810 4.471 0.299
H -3.293 6.886 0.525
H -0.966 7.622 0.898
H 0.842 5.951 1.114
H 0.323 3.539 0.888
S 0.242 1.106 2.744
C 1.235 -0.234 2.675
N 1.143 -1.250 3.525
C 2.112 -2.338 3.455
C 3.476 -1.747 3.194
N 3.423 -0.964 1.962
C 4.597 -1.075 1.089
C 4.628 -2.441 0.436
C 5.692 -3.308 0.648
C 5.681 -4.580 0.090
C 4.602 -4.993 -0.675
C 3.539 -4.128 -0.898
C 3.554 -2.857 -0.349
C 2.336 -0.278 1.658
S 2.239 0.590 0.215
C 0.153 -1.328 4.601
C 0.817 -1.135 5.945
C 0.907 -2.188 6.848
C 1.542 -2.013 8.069
C 2.098 -0.784 8.390
C 2.010 0.273 7.494
C 1.371 0.099 6.276
H 1.843 -3.034 2.654
H 2.109 -2.864 4.407
H 4.213 -2.537 3.064
H 3.772 -1.108 4.031
H 5.482 -0.931 1.711
H 4.561 -0.283 0.347
H 6.542 -2.987 1.239
H 6.514 -5.249 0.259
H 4.590 -5.987 -1.101
H 2.698 -4.443 -1.502
H 2.729 -2.180 -0.543
H -0.317 -2.312 4.550
H -0.603 -0.566 4.429
H 0.463 -3.147 6.605
H 1.602 -2.836 8.768
H 2.596 -0.650 9.341
H 2.435 1.234 7.749
H 1.289 0.928 5.583
C 1.428 3.466 -2.009
C 0.493 3.527 -3.219
C -0.871 4.109 -2.836
C 0.380 2.184 -3.914
C 0.754 2.117 -5.249
C 0.733 0.929 -5.958
C 0.376 -0.231 -5.294
C -0.002 -0.222 -3.958
C -0.340 -1.559 -3.324
C 0.512 -1.852 -2.084
C -1.837 -1.674 -3.027
C -0.077 1.011 -3.264
O -0.656 1.087 -2.057
H 1.592 4.466 -1.603
H 2.392 3.038 -2.285
H 0.990 2.851 -1.221
H 0.949 4.212 -3.938
H -1.408 3.427 -2.180
H -1.481 4.275 -3.724
H -0.743 5.064 -2.320
H 1.071 3.025 -5.750
H 1.017 0.905 -7.001
H 0.392 -1.173 -5.830
H -0.094 -2.328 -4.061
H 0.281 -1.159 -1.274
H 1.573 -1.760 -2.324
H 0.315 -2.864 -1.723
H -2.145 -0.873 -2.358
H -2.067 -2.638 -2.566
H -2.415 -1.590 -3.948
```

Computed properties:
**Frontier orbital gap**: 5.273 eV
**Calculated total energy**: -94000.132 eV
**Charge**: +1
**Maximum force**: 1.3 eV Å⁻¹
**LUMO**: -4.3 eV
**Molecular weight**: 873.901 g/mol

DFT (ωB97M-V with the def2-TZVPD basis set) results for a structure of composition C43H47BrCaGe2N5O2S3 in a non-equilibrium geometry.

XYZ file:
```
104
Properties=species:S:1:pos:R:3
Ca -0.307 1.191 0.674
C -3.576 4.322 -2.981
S -1.827 3.997 -3.226
C -1.188 3.617 -1.627
S -2.137 3.460 -0.231
N 0.139 3.551 -1.747
N 0.732 2.809 -0.767
C 1.941 3.121 -0.483
C 2.797 2.198 0.295
C 4.092 2.587 0.622
C 4.928 1.678 1.245
C 4.449 0.407 1.519
C 3.137 0.114 1.185
N 2.314 0.979 0.597
H -3.789 5.384 -3.095
H -3.862 3.991 -1.984
H -4.139 3.751 -3.717
H 2.391 4.026 -0.889
H 4.433 3.580 0.361
H 5.945 1.955 1.495
H 5.074 -0.351 1.971
H 2.729 -0.872 1.375
Br -7.146 -1.032 -2.216
C -5.369 -0.526 -1.796
C -4.433 -0.345 -2.826
C -3.140 -0.002 -2.540
C -2.684 0.152 -1.201
O -1.444 0.387 -0.964
C -3.674 0.053 -0.172
C -3.471 0.410 1.217
N -2.376 0.805 1.759
C -2.329 1.127 3.142
C -3.164 0.580 4.078
C -3.096 0.943 5.446
C -2.178 1.850 5.872
C -1.262 2.413 4.944
C -0.280 3.352 5.346
C 0.591 3.859 4.438
C 0.501 3.400 3.104
N -0.386 2.535 2.696
C -1.305 2.041 3.590
C -5.001 -0.302 -0.501
H -4.741 -0.477 -3.855
H -2.424 0.157 -3.335
H -4.387 0.375 1.816
H -3.900 -0.153 3.771
H -3.790 0.498 6.147
H -2.125 2.151 6.911
H -0.242 3.656 6.386
H 1.347 4.583 4.707
H 1.197 3.764 2.354
H -5.736 -0.379 0.292
C 3.802 1.340 -2.858
Ge 2.343 0.350 -3.710
C 3.196 -0.929 -4.916
C 1.348 1.669 -4.735
Ge 0.895 -0.796 -2.168
C -0.420 -1.831 -3.181
C -0.513 -1.738 -4.570
C -1.479 -2.441 -5.280
C -2.385 -3.251 -4.613
C -2.324 -3.344 -3.229
C -1.360 -2.635 -2.529
C 2.004 -2.163 -1.254
C 3.401 -2.091 -1.304
C 4.209 -3.025 -0.670
C 3.640 -4.070 0.045
C 2.258 -4.166 0.111
C 1.459 -3.224 -0.524
H 4.579 1.499 -3.610
H 4.249 0.829 -2.006
H 3.448 2.315 -2.526
H 3.675 -0.366 -5.721
H 2.494 -1.638 -5.354
H 3.963 -1.495 -4.387
H 2.043 2.242 -5.352
H 0.838 2.353 -4.054
H 0.605 1.212 -5.387
H 0.168 -1.103 -5.124
H -1.523 -2.351 -6.359
H -3.142 -3.795 -5.163
H -3.045 -3.949 -2.692
H -1.378 -2.683 -1.447
H 3.884 -1.289 -1.849
H 5.287 -2.937 -0.739
H 4.267 -4.806 0.533
H 1.797 -4.981 0.658
H 0.385 -3.336 -0.448
C 1.735 -0.696 4.569
C 0.736 -1.815 4.316
S 0.329 -1.915 2.559
O 0.153 -0.473 2.131
C -1.331 -2.563 2.674
C -1.344 -4.035 3.060
H 1.871 -0.577 5.644
H 1.376 0.247 4.158
H 2.707 -0.911 4.123
H -0.191 -1.657 4.872
H 1.154 -2.787 4.585
H -1.744 -2.400 1.675
H -1.875 -1.926 3.375
H -0.781 -4.637 2.346
H -2.369 -4.400 3.073
H -0.921 -4.203 4.052
```

Computed properties:
**Frontier orbital gap (spin up / spin down)**: 5.915 / 6.476 eV
**Expectation value of S²**: 0.75
**Calculated total energy**: -290920.790 eV
**Charge**: 0
**Multiplicity**: 2
**Maximum force**: 1.1 eV Å⁻¹
**LUMO (spin up / spin down)**: -0.4 / -0.5 eV
**Molecular weight**: 1027.285 g/mol